Entry 1:
# C52H38N5OP2S5Ta

C52H38N5OP2S5Ta as an isolated structure in a non-equilibrium geometry (ωB97M-V/def2-TZVPD, the Open Molecules 2025 dataset).

Calculated values
* net charge: +2
* energy relative to the best compared isomer or geometry (same formula, charge and spin): 0.0000 eV
* F_max: 1.06 eV/A
* electronic energy: -138333.2712 eV
* HOMO-LUMO gap: 5.98 eV

Positions of all 104 atoms, in Å:
Ta (0.194, 0.261, -0.149)
C (-5.216, 1.250, -0.994)
S (-4.084, 2.249, -1.978)
C (-2.519, 1.610, -1.595)
S (-2.361, 0.268, -0.482)
N (-1.556, 2.091, -2.305)
N (-0.355, 1.424, -2.076)
C (0.505, 1.567, -3.005)
C (1.732, 0.799, -2.915)
C (2.739, 0.942, -3.839)
C (3.882, 0.158, -3.712)
C (3.943, -0.754, -2.680)
C (2.882, -0.839, -1.784)
N (1.790, -0.077, -1.883)
H (-6.192, 1.705, -1.153)
H (-4.967, 1.302, 0.063)
H (-5.237, 0.220, -1.343)
H (0.289, 2.213, -3.849)
H (2.633, 1.661, -4.641)
H (4.701, 0.260, -4.412)
H (4.800, -1.400, -2.547)
H (2.906, -1.543, -0.967)
O (0.113, -2.400, 2.086)
S (-0.857, -1.377, 1.643)
C (-1.500, -0.580, 3.073)
C (-1.855, -1.402, 4.141)
C (-2.251, -0.807, 5.324)
C (-2.257, 0.581, 5.439)
C (-1.848, 1.379, 4.384)
C (-1.458, 0.804, 3.176)
P (-0.751, 1.845, 1.863)
C (-2.051, 2.992, 1.340)
C (-3.355, 2.929, 1.818)
C (-4.285, 3.881, 1.416)
C (-3.919, 4.888, 0.533)
C (-2.622, 4.941, 0.038)
C (-1.691, 3.997, 0.438)
C (0.421, 2.862, 2.820)
C (0.233, 4.224, 3.027)
C (1.127, 4.937, 3.821)
C (2.198, 4.296, 4.419)
C (2.376, 2.929, 4.235)
C (1.494, 2.218, 3.443)
C (-2.187, -2.297, 0.920)
C (-3.368, -2.576, 1.587)
C (-4.261, -3.468, 1.006)
C (-3.960, -4.052, -0.213)
C (-2.786, -3.728, -0.886)
C (-1.880, -2.838, -0.330)
P (-0.416, -2.230, -1.257)
C (-0.967, -2.310, -2.990)
C (-0.861, -3.526, -3.674)
C (-1.342, -3.645, -4.968)
C (-1.933, -2.558, -5.598)
C (-2.050, -1.352, -4.925)
C (-1.573, -1.230, -3.627)
C (0.848, -3.528, -1.154)
C (0.910, -4.406, -0.074)
C (1.898, -5.381, -0.028)
C (2.824, -5.488, -1.055)
C (2.757, -4.627, -2.144)
C (1.771, -3.655, -2.197)
H (-1.796, -2.479, 4.052)
H (-2.532, -1.425, 6.166)
H (-2.550, 1.040, 6.374)
H (-1.805, 2.455, 4.506)
H (-3.651, 2.151, 2.511)
H (-5.296, 3.840, 1.803)
H (-4.643, 5.633, 0.232)
H (-2.336, 5.721, -0.656)
H (-0.675, 4.055, 0.059)
H (-0.600, 4.746, 2.580)
H (0.975, 5.997, 3.974)
H (2.888, 4.855, 5.037)
H (3.202, 2.419, 4.713)
H (1.632, 1.151, 3.325)
H (-3.602, -2.107, 2.530)
H (-5.190, -3.701, 1.510)
H (-4.654, -4.750, -0.663)
H (-2.605, -4.153, -1.865)
H (-0.394, -4.382, -3.206)
H (-1.252, -4.592, -5.486)
H (-2.306, -2.655, -6.609)
H (-2.521, -0.502, -5.403)
H (-1.705, -0.298, -3.112)
H (0.199, -4.331, 0.735)
H (1.938, -6.061, 0.812)
H (3.586, -6.256, -1.019)
H (3.463, -4.725, -2.959)
H (1.703, -3.016, -3.069)
S (1.984, -0.573, 1.223)
C (3.375, 0.399, 0.759)
C (4.643, -0.127, 1.001)
C (5.771, 0.568, 0.600)
C (7.073, -0.015, 0.808)
N (8.100, -0.508, 0.954)
C (5.627, 1.814, -0.034)
C (4.368, 2.347, -0.246)
C (3.229, 1.645, 0.150)
S (1.650, 2.330, -0.096)
C (6.784, 2.543, -0.494)
N (7.705, 3.111, -0.879)
H (4.751, -1.089, 1.484)
H (4.271, 3.312, -0.726)

Löwdin atomic charge list, values in e, 4 entries: Ta 0.951; C -0.389; S 0.945; C -1.028

Entry 2:
# C52H41BF6N2O2S

A 2-piece molecular cluster, C52H41BF6N2O2S overall in a non-equilibrium geometry (ωB97M-V/def2-TZVPD, the Open Molecules 2025 dataset).

Calculated values
* energy relative to the best compared isomer or geometry (same formula, charge and spin): 0.0000 eV
* F_max: 2.75 eV/A
* electronic energy: -89481.8666 eV
* HOMO-LUMO gap: 4.16 eV

Positions of all 105 atoms, in Å:
C (7.118, -0.703, -5.760)
C (5.827, -0.527, -5.056)
C (4.793, 0.294, -5.459)
C (3.640, 0.235, -4.604)
C (3.831, -0.624, -3.548)
B (2.775, -0.914, -2.333)
C (1.809, -1.933, -3.175)
C (2.075, -3.287, -3.101)
C (1.420, -4.181, -3.945)
C (1.779, -5.642, -3.895)
F (1.761, -6.221, -5.135)
F (3.031, -5.825, -3.376)
F (0.905, -6.351, -3.107)
C (0.442, -3.745, -4.825)
C (0.138, -2.390, -4.830)
C (-0.943, -1.870, -5.731)
F (-1.454, -0.688, -5.255)
F (-0.475, -1.622, -6.996)
F (-1.989, -2.740, -5.851)
C (0.838, -1.481, -4.041)
O (3.409, -1.584, -1.224)
C (3.795, -0.547, -0.324)
C (3.218, 0.782, -0.881)
O (2.323, 0.410, -1.925)
S (5.404, -1.340, -3.567)
H (7.134, 0.011, -6.589)
H (7.977, -0.514, -5.109)
H (7.215, -1.716, -6.170)
H (4.853, 0.908, -6.356)
H (2.734, 0.804, -4.801)
H (2.848, -3.654, -2.435)
H (-0.070, -4.442, -5.481)
H (0.638, -0.421, -4.143)
H (3.385, -0.758, 0.681)
H (4.893, -0.514, -0.261)
H (2.672, 1.316, -0.094)
H (4.039, 1.416, -1.261)
C (-8.513, -1.474, 0.379)
C (-7.395, -2.305, 0.234)
C (-6.170, -1.774, -0.173)
C (-6.089, -0.411, -0.502)
N (-4.955, 0.097, -1.159)
C (-5.140, 1.155, -2.106)
C (-4.824, 2.470, -1.745)
C (-5.042, 3.508, -2.654)
C (-5.563, 3.226, -3.922)
C (-5.890, 1.912, -4.276)
C (-5.699, 0.877, -3.359)
C (-3.656, -0.313, -0.858)
C (-2.655, -0.236, -1.850)
C (-1.323, -0.377, -1.521)
C (-0.946, -0.600, -0.170)
C (0.420, -0.657, 0.229)
C (0.817, -0.121, 1.498)
C (1.539, -0.905, 2.439)
C (1.805, -0.418, 3.707)
C (1.434, 0.896, 4.049)
N (1.842, 1.447, 5.260)
C (1.980, 2.843, 5.433)
C (1.605, 3.415, 6.662)
C (1.781, 4.784, 6.867)
C (2.337, 5.578, 5.855)
C (2.705, 5.007, 4.632)
C (2.535, 3.638, 4.419)
C (2.171, 0.617, 6.364)
C (3.433, 0.763, 6.962)
C (3.718, 0.089, 8.148)
C (2.731, -0.703, 8.748)
C (1.491, -0.889, 8.127)
C (1.218, -0.252, 6.913)
C (0.673, 1.671, 3.148)
C (0.395, 1.190, 1.884)
C (-1.977, -0.771, 0.799)
C (-3.310, -0.652, 0.462)
C (-7.188, 0.439, -0.286)
C (-8.399, -0.098, 0.149)
H (-9.473, -1.893, 0.682)
H (-7.477, -3.374, 0.430)
H (-5.284, -2.404, -0.271)
H (-4.434, 2.658, -0.741)
H (-4.817, 4.533, -2.356)
H (-5.719, 4.039, -4.634)
H (-6.309, 1.691, -5.260)
H (-5.971, -0.154, -3.600)
H (-2.963, -0.045, -2.878)
H (-0.536, -0.250, -2.264)
H (1.122, -1.237, -0.370)
H (1.856, -1.912, 2.151)
H (2.344, -1.031, 4.430)
H (1.173, 2.779, 7.442)
H (1.484, 5.221, 7.822)
H (2.477, 6.648, 6.018)
H (3.128, 5.618, 3.834)
H (2.832, 3.172, 3.476)
H (4.173, 1.410, 6.483)
H (4.702, 0.204, 8.608)
H (2.934, -1.180, 9.707)
H (0.721, -1.515, 8.584)
H (0.261, -0.382, 6.400)
H (0.322, 2.659, 3.452)
H (-0.129, 1.816, 1.155)
H (-1.686, -0.993, 1.828)
H (-4.086, -0.759, 1.222)
H (-7.076, 1.512, -0.468)
H (-9.252, 0.563, 0.297)

Löwdin atomic charge list, values in e, 4 entries: C -0.130; C -0.600; C -0.144; C -0.129

Entry 3:
# C52H41INO7P2S2V

C52H41INO7P2S2V as an isolated structure in a non-equilibrium geometry (ωB97M-V/def2-TZVPD, the Open Molecules 2025 dataset).

Calculated values
* net charge: -1
* energy relative to the best compared isomer or geometry (same formula, charge and spin): 7.5421 eV
* F_max: 4.32 eV/A
* multiplicity: 4
* electronic energy: -144439.5652 eV
* HOMO-LUMO gap (spin up / spin down): 2.97 / 4.87 eV

Positions of all 107 atoms, in Å:
V (-15.284, -0.850, 19.266)
O (-15.628, -4.282, 20.004)
S (-15.034, -2.947, 20.108)
C (-15.113, -2.548, 21.914)
C (-15.168, -3.659, 22.772)
C (-15.363, -3.476, 24.093)
C (-15.392, -2.191, 24.655)
C (-15.106, -1.071, 23.843)
C (-14.964, -1.237, 22.470)
P (-15.086, 0.228, 21.343)
C (-13.675, 1.284, 21.873)
C (-12.902, 1.115, 23.080)
C (-12.242, 2.203, 23.633)
C (-12.164, 3.420, 23.007)
C (-12.867, 3.582, 21.779)
C (-13.543, 2.512, 21.188)
C (-16.585, 1.230, 21.560)
C (-17.505, 1.313, 20.517)
C (-18.797, 1.896, 20.822)
C (-19.166, 2.188, 22.133)
C (-18.254, 2.078, 23.134)
C (-16.928, 1.732, 22.829)
C (-13.276, -3.276, 19.856)
C (-12.736, -4.435, 20.324)
C (-11.341, -4.536, 20.563)
C (-10.484, -3.665, 19.948)
C (-11.034, -2.564, 19.255)
C (-12.414, -2.405, 19.155)
P (-13.251, -1.351, 17.979)
C (-10.561, -4.158, 12.879)
C (-11.540, -5.243, 11.095)
C (-12.828, -5.457, 11.403)
C (-13.402, -5.424, 12.674)
C (-12.746, -5.127, 13.812)
C (-11.430, -4.478, 13.905)
C (-12.134, -0.078, 17.603)
C (-11.808, 0.762, 18.662)
C (-10.783, 1.721, 18.479)
C (-10.092, 1.817, 17.267)
C (-10.552, 1.066, 16.164)
C (-11.480, 0.075, 16.373)
H (-15.119, -4.685, 22.329)
H (-15.620, -4.274, 24.742)
H (-15.514, -1.994, 25.710)
H (-14.866, -0.082, 24.346)
H (-12.772, 0.131, 23.520)
H (-11.712, 2.037, 24.597)
H (-11.515, 4.215, 23.437)
H (-12.922, 4.599, 21.440)
H (-14.092, 2.574, 20.245)
H (-17.292, 0.805, 19.565)
H (-19.556, 1.925, 20.002)
H (-20.224, 2.464, 22.379)
H (-18.480, 2.234, 24.235)
H (-16.194, 1.797, 23.636)
H (-13.445, -5.184, 20.603)
H (-10.934, -5.448, 21.073)
H (-9.431, -3.777, 20.064)
H (-10.339, -1.747, 19.046)
H (-11.073, -5.794, 10.298)
H (-13.389, -5.892, 10.580)
H (-14.426, -5.660, 12.756)
H (-13.263, -5.373, 14.740)
H (-11.142, -4.065, 14.897)
H (-12.194, 0.617, 19.630)
H (-10.493, 2.352, 19.370)
H (-9.253, 2.502, 17.153)
H (-10.090, 1.164, 15.168)
H (-11.762, -0.616, 15.556)
C (-20.008, -6.420, 15.619)
C (-19.713, -5.049, 16.176)
C (-18.463, -4.516, 15.882)
C (-18.138, -3.189, 16.251)
C (-18.905, -2.578, 17.234)
C (-20.178, -3.072, 17.567)
C (-20.636, -4.260, 16.943)
S (-18.128, -1.199, 18.171)
O (-18.652, 0.141, 17.901)
O (-18.217, -1.605, 19.579)
N (-16.402, -1.504, 17.861)
C (-15.820, -0.945, 16.588)
C (-14.876, -2.043, 15.972)
O (-13.602, -2.290, 16.575)
O (-15.166, -2.679, 14.963)
H (-20.493, -6.979, 16.392)
H (-19.050, -6.881, 15.425)
H (-20.548, -6.447, 14.681)
H (-17.745, -5.150, 15.339)
H (-17.221, -2.753, 15.844)
H (-20.740, -2.624, 18.420)
H (-21.613, -4.655, 17.053)
H (-15.203, 0.020, 16.719)
H (-16.596, -0.742, 15.834)
I (-5.050, -5.100, 17.356)
C (-6.653, -4.429, 16.204)
C (-6.575, -3.126, 15.637)
C (-7.562, -2.802, 14.671)
C (-8.634, -3.634, 14.387)
C (-8.690, -4.890, 15.019)
C (-7.770, -5.280, 15.965)
C (-9.378, -3.312, 13.191)
O (-9.118, -2.280, 12.533)
O (-10.737, -4.218, 11.550)
H (-5.802, -2.400, 15.814)
H (-7.494, -1.942, 14.014)
H (-9.388, -5.670, 14.754)
H (-7.798, -6.285, 16.417)

Löwdin atomic charge list, values in e, 4 entries: V 0.185; O -0.436; S 0.857; C -0.277

Entry 4:
# C52H43BrIN11O6Sr

C52H43BrIN11O6Sr as an isolated structure (ωB97M-V/def2-TZVPD, the Open Molecules 2025 dataset).

Calculated values
* net charge: -2
* energy relative to the best compared isomer or geometry (same formula, charge and spin): 0.3332 eV
* F_max: 0.86 eV/A
* electronic energy: -162282.5470 eV
* HOMO-LUMO gap: 6.57 eV

Positions of all 115 atoms, in Å:
Sr (0.697, 0.093, -0.789)
O (1.383, -6.714, 6.252)
C (0.192, -6.069, 6.033)
O (-0.812, -6.571, 6.480)
C (0.265, -4.804, 5.295)
C (-0.906, -4.256, 4.768)
C (-0.906, -3.080, 4.053)
C (0.293, -2.333, 3.844)
C (1.479, -2.911, 4.389)
C (1.461, -4.092, 5.079)
N (0.402, -1.160, 3.202)
C (-0.809, -0.543, 2.828)
C (-0.564, 0.941, 2.615)
C (-1.134, 1.862, 3.485)
C (-0.807, 3.201, 3.357)
C (0.086, 3.583, 2.368)
C (0.590, 2.603, 1.529)
N (0.262, 1.316, 1.642)
H (2.067, -6.268, 5.738)
H (-1.833, -4.798, 4.915)
H (-1.842, -2.744, 3.626)
H (2.407, -2.370, 4.257)
H (2.400, -4.443, 5.499)
H (-1.619, -0.635, 3.565)
H (-1.816, 1.523, 4.253)
H (-1.239, 3.937, 4.024)
H (0.379, 4.616, 2.233)
H (1.279, 2.841, 0.722)
C (-0.142, 5.165, -5.425)
C (-0.586, 4.665, -4.060)
C (-1.555, 5.641, -3.404)
O (0.545, 4.506, -3.238)
C (0.471, 3.282, -2.500)
C (-0.611, 2.459, -3.253)
O (-1.149, 3.379, -4.215)
C (-1.765, 1.812, -2.418)
O (-1.236, 1.032, -1.431)
C (-2.626, 0.905, -3.322)
C (-3.542, 0.082, -2.664)
C (-4.326, -0.818, -3.362)
C (-4.206, -0.922, -4.746)
C (-3.302, -0.112, -5.408)
C (-2.520, 0.801, -4.703)
C (-2.668, 2.904, -1.821)
C (-3.730, 3.472, -2.519)
C (-4.512, 4.462, -1.940)
C (-4.237, 4.910, -0.655)
C (-3.191, 4.337, 0.056)
C (-2.427, 3.331, -0.519)
C (1.951, 2.733, -2.409)
O (2.084, 1.764, -1.451)
C (2.360, 2.214, -3.799)
C (2.418, 0.845, -4.037)
C (2.715, 0.342, -5.298)
C (2.981, 1.211, -6.345)
C (2.956, 2.582, -6.116)
C (2.648, 3.076, -4.856)
C (2.894, 3.871, -1.961)
C (4.260, 3.742, -2.199)
C (5.178, 4.628, -1.656)
C (4.746, 5.675, -0.853)
C (3.388, 5.816, -0.604)
C (2.475, 4.925, -1.152)
H (0.446, 6.077, -5.312)
H (-1.016, 5.380, -6.041)
H (0.460, 4.401, -5.913)
H (-1.096, 6.632, -3.382)
H (-1.777, 5.333, -2.383)
H (-2.488, 5.690, -3.965)
H (0.135, 3.472, -1.474)
H (-0.135, 1.639, -3.800)
H (-3.605, 0.138, -1.584)
H (-5.023, -1.451, -2.825)
H (-4.802, -1.642, -5.295)
H (-3.185, -0.193, -6.482)
H (-1.826, 1.427, -5.247)
H (-3.943, 3.134, -3.525)
H (-5.337, 4.891, -2.498)
H (-4.844, 5.687, -0.205)
H (-2.978, 4.658, 1.070)
H (-1.640, 2.838, 0.036)
H (2.241, 0.138, -3.237)
H (2.725, -0.731, -5.441)
H (3.212, 0.826, -7.331)
H (3.175, 3.272, -6.923)
H (2.635, 4.144, -4.682)
H (4.608, 2.922, -2.816)
H (6.235, 4.496, -1.856)
H (5.459, 6.369, -0.423)
H (3.034, 6.627, 0.021)
H (1.421, 5.068, -0.951)
N (-1.613, -2.549, -1.491)
C (-1.742, -1.998, -0.254)
N (-2.963, -1.788, 0.294)
N (-2.733, -1.251, 1.466)
N (-1.449, -1.150, 1.605)
N (-0.764, -1.622, 0.562)
C (-0.465, -2.685, -2.281)
N (-0.510, -3.373, -3.410)
N (0.736, -3.258, -3.905)
N (1.471, -2.551, -3.113)
N (0.735, -2.160, -2.045)
H (-2.478, -2.656, -1.994)
Br (5.903, -2.818, 2.155)
C (5.829, -1.575, 0.717)
C (6.951, -1.484, -0.094)
C (6.956, -0.599, -1.159)
C (5.844, 0.194, -1.399)
C (4.729, 0.104, -0.582)
C (4.704, -0.793, 0.486)
I (2.957, -0.918, 1.641)
H (7.807, -2.112, 0.111)
H (7.827, -0.537, -1.799)
H (5.830, 0.884, -2.233)
H (3.868, 0.736, -0.790)

Löwdin atomic charge list, values in e, 4 entries: Sr 1.299; O 0.070; C -0.502; O 0.067